[1]
{"formula": "C56H33AsCl4F6N6O4SeW", "method": "ωB97M-V with the def2-TZVPD basis set", "total_charge": -1, "homo_energy_ev": [-5.14, -5.25], "lumo_energy_ev": [0.36, 0.33], "s2": 0.759, "multiplicity": 2, "symbols": ["W", "Cl", "C", "C", "C", "C", "C", "C", "C", "C", "C", "C", "C", "C", "C", "C", "C", "C", "Cl", "C", "C", "C", "N", "C", "C", "C", "C", "C", "C", "Cl", "C", "C", "C", "C", "C", "C", "N", "C", "C", "C", "C", "C", "N", "C", "C", "C", "C", "Cl", "C", "C", "C", "C", "N", "H", "H", "H", "H", "H", "H", "H", "H", "H", "H", "H", "H", "H", "H", "H", "H", "H", "H", "H", "H", "H", "H", "H", "H", "C", "C", "C", "C", "C", "C", "N", "N", "C", "C", "C", "C", "C", "C", "H", "H", "H", "H", "H", "H", "H", "H", "H", "O", "Se", "O", "O", "O", "F", "As", "F", "F", "F", "F", "F"], "coordinates": [[-0.053518, 0.127105, -0.009324], [-0.584453, -1.567798, -9.512468], [-0.574577, -1.263637, -7.798145], [0.594565, -1.436955, -7.079128], [0.583658, -1.197114, -5.714271], [-0.571303, -0.780397, -5.051190], [-1.729458, -0.617638, -5.803113], [-1.736355, -0.851252, -7.170677], [-0.441125, -0.545710, -3.572822], [-1.137949, -1.411436, -2.658726], [-2.222494, -2.202789, -3.069849], [-2.655496, -2.885446, -1.964789], [-1.809136, -2.526945, -0.898851], [-1.872679, -3.257783, 0.294710], [-3.078200, -4.117340, 0.509800], [-4.196492, -3.572727, 1.130846], [-5.323085, -4.350643, 1.354767], [-5.319543, -5.676197, 0.956940], [-6.730199, -6.659577, 1.238369], [-4.215102, -6.236782, 0.337187], [-3.095646, -5.449030, 0.114410], [-0.914330, -3.296095, 1.271990], [0.208526, -2.493897, 1.255844], [0.863943, -2.803302, 2.365136], [2.070418, -2.021430, 2.711460], [3.360435, -2.659911, 2.290092], [4.506786, -2.663717, 3.078006], [5.683621, -3.252735, 2.634943], [5.716604, -3.845141, 1.386944], [7.188307, -4.583362, 0.823390], [4.588848, -3.862831, 0.581939], [3.422130, -3.273991, 1.036934], [2.830061, 0.121937, 1.499247], [3.570930, 1.316247, 1.994365], [3.439266, 2.290701, 1.104381], [2.552976, 1.813763, 0.040062], [2.091377, 0.569020, 0.310973], [2.236921, 2.572917, -1.069640], [1.470603, 1.978955, -2.058639], [1.417968, 2.461088, -3.432944], [0.787023, 1.527458, -4.144238], [0.340680, 0.491920, -3.210236], [0.795159, 0.812781, -1.929348], [2.778878, 3.945553, -1.271454], [1.908082, 5.029792, -1.340670], [2.389213, 6.315245, -1.540072], [3.751937, 6.512562, -1.669647], [4.371777, 8.125688, -1.917543], [4.641689, 5.451747, -1.609542], [4.147139, 4.172016, -1.414353], [0.237121, -3.833911, 3.111227], [-0.909809, -4.136787, 2.427768], [-0.873568, -1.565591, -1.329979], [1.499178, -1.752739, -7.580385], [1.490308, -1.318948, -5.134376], [-2.641124, -0.269564, -5.341652], [-2.639124, -0.705439, -7.747638], [-2.656592, -2.251173, -4.052230], [-3.475819, -3.580199, -1.905592], [-4.194302, -2.532066, 1.431891], [-6.197425, -3.928767, 1.831123], [-4.233861, -7.274363, 0.033273], [-2.225011, -5.872812, -0.371198], [4.496443, -2.221696, 4.065054], [6.567046, -3.254258, 3.258758], [4.627359, -4.330042, -0.392596], [2.539494, -3.279501, 0.409117], [4.160032, 1.316598, 2.900167], [3.864190, 3.280867, 1.125698], [1.837032, 3.396021, -3.765773], [0.569239, 1.539533, -5.198440], [0.843399, 4.875333, -1.231043], [1.699940, 7.147415, -1.584183], [5.702722, 5.628458, -1.722802], [4.831897, 3.332050, -1.379487], [0.596253, -4.248129, 4.040163], [-1.670472, -4.857232, 2.683256], [-6.098765, 0.007079, 0.330447], [-5.167052, -0.301613, -0.646600], [-3.810298, -0.295992, -0.357969], [-3.370577, -0.005726, 0.924854], [-4.305976, 0.349260, 1.896810], [-5.655847, 0.346871, 1.603337], [-1.972202, -0.101437, 1.302250], [-1.826483, -0.201416, 2.545958], [-0.521686, -0.256504, 2.970621], [-0.266335, -0.518503, 4.378215], [0.955293, -0.848738, 4.791444], [2.076994, -1.010645, 3.836189], [1.842686, -0.532887, 2.411528], [0.461391, -0.180047, 2.047539], [-7.155843, 0.014660, 0.097100], [-5.485656, -0.533907, -1.654580], [-3.113622, -0.504746, -1.147287], [-3.960633, 0.649791, 2.872881], [-6.363486, 0.638447, 2.368833], [-1.089755, -0.408444, 5.072608], [1.170347, -0.964583, 5.846209], [3.057941, -0.814749, 4.250052], [3.588813, -0.605600, 1.181456], [-2.464289, 2.728614, 1.522270], [-1.072432, 3.280112, 0.956143], [-0.213689, 4.275718, 1.865587], [0.005911, 2.021502, 0.586569], [-1.174491, 3.860928, -0.642533], [-1.499598, 0.939861, -0.921389], [-2.312267, 5.027248, -1.456609], [-3.383676, 3.715616, -1.819270], [-1.394621, 4.691868, -2.899151], [-1.199819, 6.320980, -1.086433], [-3.141254, 5.329351, 0.034437], [-3.333498, 6.124102, -2.313663]], "forces_ev_per_a": [[-0.5, 0.4, -0.5], [0.0, 0.0, 0.0], [0.0, 0.0, 0.0], [0.0, 0.0, 0.0], [0.0, 0.0, 0.0], [0.1, -0.3, 0.2], [-0.1, 0.1, 0.0], [0.0, 0.0, 0.0], [-0.2, 0.3, -0.2], [0.1, 0.1, -0.1], [-0.1, -0.2, -0.1], [0.1, 0.1, 0.0], [0.0, -0.1, -0.2], [0.0, 0.0, 0.0], [0.0, 0.1, 0.0], [0.0, 0.0, 0.0], [0.0, 0.0, 0.0], [0.0, 0.0, 0.0], [0.0, 0.0, 0.0], [0.0, 0.0, 0.0], [0.0, 0.0, 0.0], [-0.1, -0.1, 0.1], [0.2, -0.1, 0.0], [0.1, 0.1, 0.0], [-0.1, 0.1, 0.0], [0.0, 0.0, 0.0], [0.0, 0.0, 0.0], [0.0, 0.0, 0.0], [0.0, 0.0, 0.0], [0.0, 0.0, 0.0], [0.0, 0.0, 0.0], [0.0, 0.0, 0.0], [0.1, 0.0, 0.1], [0.0, 0.0, 0.0], [0.0, 0.0, 0.0], [0.0, 0.0, 0.1], [-0.1, 0.1, 0.0], [0.0, 0.1, 0.0], [0.0, -0.2, -0.2], [0.0, 0.0, 0.1], [-0.1, -0.1, 0.0], [0.2, 0.1, 0.0], [0.0, 0.2, 0.0], [0.0, -0.1, 0.0], [0.0, 0.0, 0.0], [0.0, 0.0, 0.0], [0.0, 0.0, 0.0], [0.0, 0.0, 0.0], [0.0, 0.0, 0.0], [0.0, 0.0, 0.0], [-0.1, 0.0, 0.0], [0.0, 0.0, 0.0], [-0.1, 0.0, 0.6], [0.0, 0.0, 0.0], [0.0, 0.0, -0.1], [-0.1, 0.0, 0.2], [0.0, 0.0, 0.0], [0.2, 0.0, -0.1], [0.0, 0.0, 0.0], [0.0, 0.0, 0.0], [0.0, 0.0, 0.0], [0.0, 0.0, 0.0], [0.0, 0.0, 0.0], [0.0, 0.0, 0.0], [0.0, 0.0, 0.0], [0.0, 0.0, 0.0], [0.0, 0.0, 0.0], [0.0, 0.0, 0.0], [0.0, 0.0, 0.0], [0.0, 0.0, 0.0], [0.0, 0.0, 0.0], [0.0, 0.0, 0.0], [0.0, 0.0, 0.0], [0.0, 0.0, 0.0], [0.0, 0.0, 0.0], [0.0, 0.0, 0.0], [0.0, 0.0, 0.0], [0.1, 0.0, 0.0], [0.0, 0.0, 0.0], [0.1, 0.0, -0.1], [-0.1, 0.0, 0.0], [0.1, 0.0, 0.1], [0.0, 0.0, 0.0], [0.3, -0.2, 0.1], [-0.1, 0.1, -0.2], [0.0, 0.0, 0.2], [-0.2, 0.0, -0.1], [0.2, 0.0, 0.0], [0.0, 0.0, 0.1], [0.0, -0.1, -0.2], [0.1, -0.4, -0.1], [0.0, 0.0, 0.0], [0.0, 0.0, 0.0], [0.0, 0.1, 0.0], [0.0, 0.0, 0.0], [0.0, 0.0, 0.0], [0.0, 0.0, 0.0], [0.0, 0.0, 0.0], [0.0, 0.0, 0.0], [0.0, 0.0, 0.0], [0.3, 0.0, -0.1], [-0.2, 0.3, 0.0], [-0.1, 0.0, -0.2], [0.1, 0.0, 0.5], [0.4, -0.4, 0.4], [-0.1, -0.1, -0.3], [-0.2, 0.2, -0.2], [0.0, 0.0, 0.0], [0.0, 0.0, 0.0], [0.0, 0.0, 0.0], [0.0, 0.0, 0.0], [0.0, 0.1, 0.0]]}

---

[2]
{"formula": "C56H34BrN4O4V", "method": "ωB97M-V with the def2-TZVPD basis set", "total_charge": -1, "homo_energy_ev": [-4.50, -4.50], "lumo_energy_ev": [1.36, 1.35], "s2": 0.812, "multiplicity": 2, "symbols": ["V", "C", "C", "C", "C", "C", "C", "C", "C", "C", "C", "C", "C", "C", "C", "C", "C", "C", "C", "C", "N", "C", "C", "C", "C", "C", "C", "C", "C", "C", "C", "C", "C", "N", "C", "C", "C", "C", "C", "N", "C", "C", "C", "C", "C", "C", "C", "C", "N", "H", "H", "H", "H", "H", "H", "H", "H", "H", "H", "H", "H", "H", "H", "H", "H", "H", "H", "H", "H", "H", "H", "H", "H", "H", "H", "H", "H", "Br", "C", "C", "C", "C", "C", "C", "C", "C", "C", "C", "H", "H", "H", "H", "H", "H", "O", "C", "O", "C", "O", "O"], "coordinates": [[0.199217, 0.496280, -0.129684], [-1.026628, 5.534889, -5.613041], [0.067087, 5.507363, -4.769391], [-0.025575, 4.722427, -3.639150], [-1.144930, 3.915899, -3.411323], [-2.284458, 4.074543, -4.210139], [-2.223616, 4.827980, -5.325058], [-1.027970, 2.867251, -2.360759], [-0.865831, 3.220070, -1.108817], [-1.090347, 4.533316, -0.616834], [-1.238061, 4.444942, 0.708121], [-0.973478, 3.023187, 1.110435], [-1.181773, 2.484983, 2.384697], [-1.303074, 3.495309, 3.501434], [-0.241456, 4.364242, 3.810176], [-0.367041, 5.277720, 4.857753], [-1.544206, 5.289353, 5.612304], [-2.637692, 4.496720, 5.274254], [-2.507016, 3.606030, 4.192026], [-1.164775, 1.121033, 2.623775], [-0.802791, 0.103721, 1.773478], [-0.735960, -0.990134, 2.605250], [-0.323040, -2.240877, 2.236685], [0.009988, -3.337223, 3.156723], [1.302496, -3.835000, 3.210217], [1.696136, -4.877371, 4.021995], [0.718981, -5.512889, 4.837311], [-0.518318, -4.967852, 4.941343], [-0.893420, -3.897149, 4.074276], [-0.374115, -2.567018, 0.856103], [-0.196719, -3.862386, 0.315134], [-0.452286, -3.801906, -0.995166], [-0.741892, -2.442569, -1.258189], [-0.594647, -1.680418, -0.161195], [-0.958869, -2.007045, -2.534584], [-0.990152, -0.686283, -2.898508], [-1.181007, -0.307890, -4.261344], [-1.208922, 1.082556, -4.215830], [-0.985649, 1.504964, -2.813895], [-0.910076, 0.405103, -2.063681], [-1.193757, -2.929123, -3.675414], [-2.454174, -3.522017, -3.799042], [-2.633850, -4.467426, -4.799066], [-1.690142, -4.727040, -5.766216], [-0.420830, -4.192799, -5.572066], [-0.161616, -3.303971, -4.566430], [-1.214072, -0.713762, 3.950966], [-1.467917, 0.583860, 3.951520], [-0.769350, 2.316277, 0.006119], [-0.999906, 6.186722, -6.514514], [1.025140, 6.057645, -4.976014], [0.850045, 4.530847, -3.067517], [-3.107645, 3.438316, -4.091832], [-3.069555, 4.956769, -6.037559], [-1.223902, 5.474143, -1.124286], [-1.480511, 5.279444, 1.357126], [0.626090, 4.223632, 3.264160], [0.492283, 5.937827, 5.070892], [-1.605806, 5.977860, 6.484640], [-3.559661, 4.489688, 5.797337], [-3.406582, 3.138836, 3.729879], [2.083118, -3.489858, 2.547670], [2.715155, -5.201196, 3.995877], [1.038609, -6.337425, 5.488505], [-1.257519, -5.335935, 5.690950], [-1.976492, -3.677589, 3.985974], [0.103550, -4.664284, 0.936580], [-0.365325, -4.514951, -1.820680], [-1.290898, -0.822648, -5.200342], [-1.302795, 1.756179, -5.014292], [-3.200052, -3.246757, -3.051176], [-3.650865, -4.769546, -4.904231], [-1.880700, -5.417229, -6.587823], [0.306237, -4.472563, -6.312002], [0.813129, -2.898698, -4.455242], [-1.360038, -1.465950, 4.704137], [-1.879960, 1.142625, 4.769685], [2.341074, 0.533131, 3.335168], [3.136328, -0.952736, 2.338756], [3.928887, -1.705210, 3.168362], [4.530657, -2.879333, 2.692896], [4.341361, -3.240640, 1.374003], [3.474422, -2.501604, 0.514039], [3.489913, -2.865177, -0.850150], [2.784432, -2.141571, -1.751280], [2.100051, -1.042504, -1.300386], [1.982457, -0.692465, 0.037856], [2.820978, -1.333361, 0.974667], [4.072042, -1.333734, 4.193559], [5.260271, -3.421072, 3.256317], [4.883737, -4.088121, 0.983998], [4.052092, -3.752126, -1.078868], [2.839219, -2.372650, -2.820828], [1.534482, -0.459144, -2.075297], [2.648754, 3.486965, -1.599061], [1.992761, 2.651232, -0.985385], [1.259259, 1.717049, -1.435814], [2.011706, 2.597794, 0.551673], [2.404548, 3.499512, 1.340069], [1.403017, 1.589987, 1.022529]], "forces_ev_per_a": [[-0.2, -0.4, 0.6], [-0.8, 0.9, -1.1], [0.4, 0.6, -0.3], [-0.3, -1.2, -0.3], [0.2, 0.6, 0.1], [1.1, -1.0, 0.6], [0.7, 2.2, -2.0], [0.1, -1.5, -3.0], [-0.3, -0.6, 3.3], [-0.4, 0.8, 1.0], [0.6, -0.6, 1.2], [-1.2, 1.5, -0.7], [0.7, 0.8, 0.0], [-0.4, -0.3, -0.1], [-2.0, -0.5, 1.1], [0.2, -0.3, -0.3], [0.0, 0.9, 0.9], [1.2, -0.8, -1.2], [-0.8, 0.7, -0.4], [-0.1, 0.2, 0.6], [0.4, 0.8, 0.6], [0.0, -0.9, 0.4], [-0.5, -0.2, -1.8], [-0.7, -0.4, 1.7], [1.2, -0.3, -0.5], [-1.9, -0.5, 0.4], [2.4, 0.1, 0.5], [-1.9, 1.0, -0.3], [-0.6, -0.9, -0.2], [0.9, 1.0, -0.3], [0.1, -0.6, 1.0], [-0.1, -0.6, -1.3], [0.4, -0.6, -0.8], [-0.2, 1.1, 1.0], [0.2, 0.5, -0.7], [-0.4, 0.4, -0.6], [-0.1, 3.3, 0.3], [0.7, -0.8, 2.0], [-1.4, -0.3, -2.3], [1.1, -0.5, 1.2], [0.4, -1.2, 0.2], [1.5, 0.2, 0.3], [-1.4, 1.1, -0.2], [0.4, -0.5, 0.6], [-0.5, -0.4, -1.2], [-1.1, 0.3, 0.9], [0.6, -0.4, -0.9], [-0.4, 1.0, 0.2], [-0.4, 0.6, -1.6], [0.0, -0.7, 0.6], [-1.2, -0.6, 0.1], [0.6, 0.0, 0.7], [-1.2, -0.8, 0.6], [0.6, -0.3, 0.8], [0.1, -0.3, -0.5], [0.1, -0.3, 0.1], [1.9, 0.1, -1.0], [-0.7, -0.4, 0.1], [0.0, -0.6, -0.7], [-0.6, 0.4, 0.6], [0.8, 0.0, 0.8], [-0.3, 0.5, -0.1], [0.4, -0.3, 0.0], [-0.3, 0.3, -0.3], [0.6, 0.2, -0.9], [0.8, 0.3, 0.3], [0.1, -0.9, 0.2], [-0.2, 0.0, 0.7], [0.0, -0.6, 0.4], [-0.1, 0.7, -1.0], [0.0, -0.3, -0.4], [-0.5, -0.8, -0.2], [0.0, 0.2, 0.2], [0.6, 0.1, 0.0], [0.7, 0.4, 0.2], [0.1, 0.1, 0.2], [0.0, 0.3, 0.1], [0.5, -0.9, -0.2], [-1.0, 0.1, 0.6], [0.0, 0.5, 0.2], [0.2, 0.1, -1.5], [-0.3, 0.4, 1.0], [1.5, -0.4, 0.2], [-0.4, -0.5, 0.6], [1.3, -0.8, -1.1], [-1.7, 1.5, -0.1], [-0.8, 0.8, -1.4], [0.0, 0.3, 1.0], [0.0, -0.4, -0.6], [0.1, -0.3, 0.6], [0.0, -0.1, -0.2], [0.1, -0.2, -0.4], [-0.1, 0.0, 0.4], [0.5, -0.5, 0.9], [-0.8, -0.5, 0.0], [1.7, 0.7, 0.5], [0.2, -1.2, -0.5], [0.4, 3.0, 2.6], [-0.2, -1.4, -2.2], [-1.0, -1.3, -0.5]]}